No. 1
A single C17H24N6 molecule at a distorted geometry, computed with ωB97M-V/def2-TZVPD.

Results
Structure (SMILES): Cc1cc(C)c2c(n1)nn1c(NCCCN(C)C)cc(C)nc21
Relative energy (zero: lowest compared OMol25 entry of this formula, charge and spin): 0.00 kJ/mol
Energy: -990.74560 Eh
Maximum force: 1.24 eV Å⁻¹

```
47
Properties=species:S:1:pos:R:3:forces:R:3:lowdin_charge:R:1
C 5.542 2.287 -0.191 -0.013 -0.005 0.002 -0.0421
C 4.411 1.321 -0.011 -0.156 0.209 0.096 -0.3346
N 3.284 1.817 0.447 0.106 0.577 0.082 0.1586
C 2.277 0.953 0.605 -0.259 -1.204 -0.155 -0.2927
N 1.054 1.273 1.048 -0.001 1.178 0.244 0.1356
N 0.378 0.121 1.038 0.318 -0.813 -0.293 -0.0056
C -0.929 0.006 1.392 -0.236 -0.172 0.305 -0.2407
N -1.511 1.133 1.864 0.584 0.150 -0.153 0.0737
H -0.876 1.925 1.817 0.008 -0.081 0.023 0.1246
C -2.907 1.444 1.677 -0.401 0.158 -0.059 -0.1841
C -3.134 2.365 0.472 0.164 -0.311 -0.087 -0.1605
H -4.207 2.502 0.337 -0.054 0.095 0.041 0.1020
C -2.491 1.815 -0.805 -0.082 0.070 0.138 -0.2174
N -2.807 0.413 -1.030 -0.046 0.153 -0.124 -0.2844
C -1.896 -0.190 -1.982 -0.015 -0.015 0.068 -0.0950
H -2.112 -1.255 -2.053 0.035 -0.073 -0.064 0.0835
H -0.871 -0.072 -1.635 0.089 -0.011 -0.003 0.0787
H -1.976 0.252 -2.987 0.001 0.005 -0.033 0.0903
C -4.180 0.218 -1.445 0.102 -0.009 0.090 -0.0951
H -4.855 0.604 -0.684 -0.131 0.006 0.010 0.0759
H -4.366 -0.849 -1.558 -0.090 -0.032 -0.018 0.0844
H -4.408 0.716 -2.401 -0.020 0.021 -0.025 0.0897
H -1.405 1.897 -0.713 -0.012 0.029 -0.040 0.1096
H -2.797 2.445 -1.660 0.081 -0.031 0.004 0.1236
H -2.697 3.346 0.673 -0.069 0.070 0.009 0.1132
H -3.282 1.930 2.583 -0.047 -0.145 -0.089 0.1192
H -3.448 0.511 1.527 -0.040 0.055 0.087 0.1036
C -1.477 -1.261 1.289 0.203 0.001 -0.038 0.0323
C -0.689 -2.321 0.821 -0.097 0.259 0.071 -0.3341
N 0.578 -2.177 0.481 0.182 -0.510 -0.145 0.1671
C 1.108 -0.969 0.593 -0.116 0.290 0.068 -0.1876
C 2.380 -0.447 0.303 -0.085 0.685 0.191 -0.0531
C 3.590 -0.958 -0.180 0.219 0.175 -0.059 -0.2073
C 4.604 -0.039 -0.334 -0.200 -0.433 -0.023 -0.0039
H 5.569 -0.352 -0.706 0.093 -0.050 -0.048 0.1149
C 3.746 -2.412 -0.481 0.006 -0.007 -0.040 -0.0298
H 4.400 -2.564 -1.338 0.043 -0.039 -0.029 0.0806
H 2.774 -2.859 -0.669 0.025 -0.119 -0.033 0.0653
H 4.190 -2.917 0.377 -0.001 -0.083 0.032 0.0917
C -1.273 -3.692 0.691 -0.022 0.009 0.020 -0.0321
H -1.584 -4.062 1.667 -0.063 -0.073 0.050 0.0822
H -0.530 -4.366 0.275 0.010 -0.029 -0.012 0.0767
H -2.147 -3.671 0.043 -0.100 -0.056 -0.037 0.0770
H -2.504 -1.434 1.556 -0.117 0.044 0.029 0.1151
H 5.220 3.280 0.106 0.011 0.036 0.003 0.0734
H 6.394 1.986 0.416 0.110 0.005 0.008 0.0789
H 5.860 2.306 -1.233 0.085 0.019 -0.066 0.0788
```
Positions in Å, forces in eV/Å.

No. 2
A single C3H6OS2 molecule at a distorted geometry, computed with ωB97M-V/def2-TZVPD.

Results
Structure (SMILES): C1OCSCS1
Relative energy (zero: lowest compared OMol25 entry of this formula, charge and spin): 139.09 kJ/mol
Energy: -989.47555 Eh
Maximum force: 2.12 eV Å⁻¹

```
12
Properties=species:S:1:pos:R:3:forces:R:3:lowdin_charge:R:1
C 0.135 -0.742 -1.276 -0.069 1.117 1.107 -0.4607
C -1.052 -0.500 0.863 -1.022 -0.007 0.521 -0.5062
C 1.014 1.274 0.405 -1.657 -1.088 -0.520 -0.7779
H -0.751 -0.651 -1.820 -1.636 0.808 -1.077 0.0657
H 0.624 -1.562 -1.720 1.223 -0.754 -0.391 0.0767
H -1.020 -0.994 1.869 0.676 0.457 -0.845 0.1009
H -2.098 -0.701 0.565 0.195 0.650 -0.280 0.0887
H 1.576 0.600 1.015 0.457 -0.158 0.385 0.0350
H 1.342 2.272 0.442 0.614 1.169 0.346 0.0063
O -0.171 -1.142 0.015 1.210 -1.290 1.057 -0.2472
S -0.729 1.312 0.981 0.088 -0.253 -0.048 0.8080
S 1.131 0.834 -1.339 -0.077 -0.651 -0.255 0.8105
```
Positions in Å, forces in eV/Å.

No. 3
A single C5H10O molecule, computed with ωB97M-V/def2-TZVPD.

Results
Structure (SMILES): CC[C@H]1O[C@H]1C
Relative energy (zero: lowest compared OMol25 entry of this formula, charge and spin): 107.58 kJ/mol
Energy: -271.71164 Eh
Maximum force: 0.30 eV Å⁻¹

```
16
Properties=species:S:1:pos:R:3:forces:R:3:lowdin_charge:R:1
C -0.519 0.682 2.015 -0.051 0.058 0.046 -0.1040
C 0.486 -0.022 1.105 0.037 -0.062 -0.005 -0.2047
C 0.626 0.683 -0.220 -0.111 0.105 0.205 -0.2882
O 1.559 0.152 -1.153 0.238 -0.020 -0.075 -0.0135
C 0.184 0.153 -1.518 -0.255 -0.038 -0.150 -0.3093
C -0.456 -1.194 -1.728 0.007 -0.038 0.051 -0.0385
H -0.219 1.721 2.191 -0.049 -0.125 -0.020 0.0728
H -0.587 0.189 2.989 0.018 0.041 -0.132 0.0706
H -1.522 0.697 1.577 0.122 -0.021 0.020 0.0761
H 1.474 -0.030 1.580 -0.090 -0.001 -0.027 0.1193
H 0.206 -1.070 0.956 0.042 0.145 0.023 0.1014
H 0.679 1.773 -0.131 -0.005 -0.148 -0.032 0.1444
H -0.063 0.894 -2.282 0.060 -0.112 0.082 0.1376
H -0.211 -1.889 -0.920 -0.034 0.112 -0.106 0.0712
H -0.091 -1.635 -2.663 -0.058 0.091 0.109 0.0827
H -1.544 -1.102 -1.798 0.129 0.013 0.013 0.0822
```
Positions in Å, forces in eV/Å.

No. 4
A 2-piece molecular cluster, C5H14O overall at a distorted geometry, computed with ωB97M-V/def2-TZVPD.

Results
Structure (SMILES): CC(C)(C)C.O
Relative energy (zero: lowest compared OMol25 entry of this formula, charge and spin): 24.18 kJ/mol
Energy: -274.13285 Eh
Maximum force: 2.12 eV Å⁻¹

```
20
Properties=species:S:1:pos:R:3:forces:R:3:lowdin_charge:R:1
C 0.391 -1.667 0.893 -0.177 0.306 -0.358 -0.0745
C 1.651 0.326 1.600 0.660 0.183 -0.440 -0.0907
C 0.876 0.126 -0.805 -0.668 0.468 -0.296 -0.0796
C -0.791 0.644 1.036 0.449 -1.150 -0.894 -0.0573
C 0.548 -0.141 0.650 -0.645 0.149 2.012 -0.6673
H 1.313 -2.154 0.532 -0.357 -0.002 0.185 0.0823
H -0.465 -2.068 0.325 0.296 0.041 0.163 0.0795
H 0.255 -1.917 1.958 0.012 0.184 -0.399 0.0821
H 1.505 0.008 2.646 -0.097 0.091 -0.455 0.0829
H 1.752 1.424 1.577 0.056 -0.347 0.023 0.0833
H 2.586 -0.121 1.223 -0.019 0.270 0.405 0.0831
H 1.689 -0.459 -1.268 -0.256 0.079 0.526 0.0883
H 1.099 1.199 -0.932 -0.071 -0.349 -0.140 0.0861
H -0.066 -0.103 -1.332 0.461 0.158 -0.345 0.0793
H -0.788 1.697 0.707 0.203 -0.411 0.090 0.0768
H -1.057 0.611 2.106 0.344 -0.144 -0.395 0.0795
H -1.561 0.099 0.465 -0.195 0.476 0.309 0.0677
O -3.089 0.796 -4.179 0.339 0.108 1.186 -0.0896
H -2.541 1.506 -3.773 -0.592 -0.786 -0.398 0.0444
H -3.308 0.194 -3.431 0.258 0.678 -0.781 0.0438
```
Positions in Å, forces in eV/Å.

No. 5
A single C4H10N2 molecule at a distorted geometry, computed with ωB97M-V/def2-TZVPD.

Results
Structure (SMILES): CCC/N=C\N
Relative energy (zero: lowest compared OMol25 entry of this formula, charge and spin): 114.56 kJ/mol
Energy: -267.88170 Eh
Maximum force: 1.95 eV Å⁻¹

```
16
Properties=species:S:1:pos:R:3:forces:R:3:lowdin_charge:R:1
C 1.777 -0.256 -1.255 0.170 0.959 -1.252 -0.1294
C 1.020 -0.085 0.037 -0.032 0.022 0.303 -0.2652
C -0.040 1.040 0.018 0.013 1.248 -0.151 -0.2616
N -1.748 -0.783 1.422 -0.487 1.319 -0.122 0.0635
C -2.122 -0.048 0.291 0.876 -1.539 -0.806 -0.2945
N -1.417 0.769 -0.379 -0.597 -0.546 0.609 0.0138
H 2.304 0.672 -1.517 0.044 0.028 0.361 0.0700
H 2.555 -1.021 -1.288 -0.394 -0.236 0.199 0.0680
H 1.099 -0.335 -2.116 0.021 -0.580 0.243 0.0777
H 0.600 -1.030 0.384 -0.192 0.047 -0.195 0.0883
H 1.719 0.200 0.828 0.130 -0.061 -0.072 0.0995
H 0.172 1.859 -0.694 0.908 -0.497 0.302 0.1060
H 0.054 1.528 0.996 -0.524 0.009 0.104 0.0994
H -1.819 -1.783 1.395 -0.035 0.049 0.314 0.0832
H -1.116 -0.304 2.039 0.376 -0.629 0.056 0.0781
H -3.038 -0.423 -0.161 -0.278 0.406 0.107 0.1032
```
Positions in Å, forces in eV/Å.

No. 6
An isolated ion of composition C8H11INO4 and charge +1 at a distorted geometry, computed with ωB97M-V/def2-TZVPD.

Results
Total charge: +1
Structure (SMILES): CC1(C)O[C@H](C(=O)[N+]#CI)[C@@H](CO)O1
Relative energy (zero: lowest compared OMol25 entry of this formula, charge and spin): 53.84 kJ/mol
Energy: -964.44424 Eh
Maximum force: 8.15 eV Å⁻¹

```
25
Properties=species:S:1:pos:R:3:forces:R:3:lowdin_charge:R:1
C 3.952 -0.764 -0.490 -6.367 -2.173 -0.678 -0.5323
C 1.549 -1.554 -0.436 -3.883 -1.321 1.327 -0.3359
C 0.616 -0.336 -0.697 -0.716 0.058 -0.522 -0.1367
C 0.375 0.636 0.500 0.217 -1.745 1.938 -0.2475
C -1.628 -0.383 -0.054 -0.087 -2.455 2.684 -0.5457
C -1.709 -1.482 1.127 0.167 0.194 -2.173 0.0450
C -3.006 -0.068 -0.624 0.716 1.550 -2.861 0.0275
C 0.877 2.061 0.323 0.884 1.110 2.901 -0.1567
N 2.889 -1.315 -0.677 7.642 2.822 0.327 0.2016
O 1.167 -2.612 -0.029 0.841 0.861 -0.530 0.2203
O -0.690 -0.806 -0.976 1.700 -0.211 -2.022 0.0199
O -1.022 0.711 0.595 -0.352 1.380 -0.592 -0.0308
O 2.093 2.116 -0.441 -0.518 -0.414 0.799 -0.1397
I 5.045 0.739 0.047 1.009 0.187 0.039 1.3047
H 1.065 0.176 -1.567 -0.439 -0.049 0.144 0.1623
H 0.724 0.093 1.490 -0.093 1.228 -1.744 0.1946
H -2.391 -2.293 0.892 0.203 -0.231 -0.204 0.0917
H -2.096 -0.987 1.959 -0.719 0.861 1.475 0.0634
H -0.711 -1.860 1.393 -0.376 0.059 -0.327 0.0756
H -3.024 0.713 -1.520 0.548 -0.968 2.275 0.1374
H -3.527 0.280 0.229 -1.011 0.585 0.529 0.0757
H -3.580 -0.840 -1.150 0.609 -0.644 0.832 0.0942
H 1.109 2.524 1.439 -0.676 -1.042 -2.889 0.1842
H 0.041 2.633 -0.119 0.607 -0.156 0.077 0.1430
H 1.880 2.618 -1.213 0.095 0.512 -0.806 0.0842
```
Positions in Å, forces in eV/Å.